Molecular formula: C16H17NO
Method: DFT, the ωB97M-V functional and the def2-TZVPD basis

```
35
Properties=species:S:1:pos:R:3:mulliken_charge:R:1
C 1.225 -1.486 -2.844 -1.26
C 1.863 -1.250 0.747 -0.74
C 2.181 -0.780 -0.519 1.24
C 1.631 -1.752 -1.446 0.72
C 0.951 -2.667 -0.720 -0.64
C 2.247 -0.524 1.870 -0.62
C 2.922 0.667 1.689 -0.45
C 2.780 0.431 -0.734 -0.41
C 3.296 1.087 0.403 -0.57
N 1.089 -2.431 0.652 -0.08
H 0.536 -2.748 1.423 0.25
H 2.120 -0.946 2.879 0.31
H 0.362 -3.414 -1.220 0.42
H 3.080 1.248 2.633 0.33
H 3.344 0.802 -1.579 0.34
H 1.460 -0.419 -3.072 0.35
H 0.106 -1.441 -2.977 0.12
H 4.016 1.932 0.317 0.34
H 1.695 -2.020 -3.682 0.38
C -2.339 1.925 2.670 -1.40
C -1.155 1.043 0.683 -0.45
C -2.358 1.292 1.322 0.63
C -1.140 0.556 -0.641 -0.41
C -2.362 0.314 -1.243 0.50
C -3.569 1.004 0.680 -0.43
C -3.574 0.406 -0.597 -0.66
O -2.439 -0.172 -2.554 -0.58
H -0.149 1.120 1.083 0.29
H -0.303 0.551 -1.336 0.50
H -1.406 2.427 2.848 0.37
H -2.526 1.270 3.542 0.27
H -4.495 1.107 1.208 0.41
H -1.559 -0.394 -2.867 0.23
H -4.507 0.455 -1.153 0.34
H -3.023 2.807 2.534 0.34
```

LUMO level = 0.8 eV
E = -749.8370 Ha
Spin multiplicity = 1
HOMO level = -8.1 eV
Charge = 0



Molecular formula: C16H18AsBrNOPdS
Method: DFT, the ωB97M-V functional and the def2-TZVPD basis

```
40
Properties=species:S:1:pos:R:3:mulliken_charge:R:1
Pd 0.462 0.712 -0.164 0.00
C 2.543 3.991 -2.004 -0.98
As 2.565 2.142 -2.497 0.87
C 4.206 1.836 -3.443 -1.02
C 1.074 1.773 -3.640 -1.04
S 2.654 0.761 -0.842 -0.31
H 2.507 4.588 -2.915 0.41
H 3.452 4.209 -1.446 0.35
H 1.669 4.149 -1.383 0.30
H 4.267 2.533 -4.277 0.39
H 4.236 0.812 -3.807 0.36
H 5.032 2.007 -2.756 0.37
H 1.123 2.433 -4.505 0.40
H 0.170 1.975 -3.071 0.33
H 1.113 0.733 -3.956 0.36
Br 2.451 -1.200 5.792 -0.14
C 1.936 -0.622 4.072 -0.01
C 1.955 -1.524 3.019 -0.45
C 1.578 -1.104 1.751 0.12
C 1.182 0.210 1.590 0.46
C 1.174 1.129 2.617 -0.47
C 1.552 0.696 3.884 -0.35
H 2.266 -2.547 3.183 0.43
H 1.602 -1.800 0.921 0.52
H 0.880 2.154 2.445 0.50
H 1.550 1.387 4.715 0.43
N -1.335 -0.601 -0.070 -0.17
C -2.266 -1.243 0.123 -0.23
C -3.428 -2.038 0.363 0.58
C -4.669 -1.410 0.477 -0.40
C -5.791 -2.181 0.714 -0.57
C -5.674 -3.560 0.835 -0.36
C -4.436 -4.179 0.721 -0.56
C -3.304 -3.423 0.484 -0.42
H -4.744 -0.335 0.383 0.43
H -6.759 -1.708 0.805 0.40
H -6.557 -4.157 1.021 0.39
H -4.356 -5.253 0.818 0.40
H -2.334 -3.891 0.394 0.43
O 0.454 2.546 -0.354 -0.79
```

LUMO level (alpha / beta) = -4.1 / -4.4 eV
E = -6085.9815 Ha
Spin multiplicity = 1
HOMO level (alpha / beta) = -11.4 / -11.5 eV
Charge = +1